Entry 1:
Formula: C62H94FN10O9PS
Source: OMol25
Level of theory: ωB97M-V/def2-TZVPD

Last column: Mulliken charge in e.
CARTESIAN COORDINATES (ANGSTROEM)
S 1.291 -2.753 0.004  0.99
P 4.065 0.377 -1.120  0.73
F 1.659 -6.467 -1.964  -0.40
O 1.588 -3.349 1.436  -0.69
O 4.331 -2.306 -0.448  -0.38
O 8.055 -2.818 -0.858  -0.43
O 5.708 0.199 -4.168  -0.54
O 2.171 -1.297 -0.072  -0.31
O -0.273 -2.550 -0.008  -0.59
O -4.827 0.736 -1.221  -0.26
O 2.683 1.446 -1.258  -0.54
O 3.570 -1.485 -3.623  -0.24
N -1.546 3.299 10.127  0.17
N 7.943 2.990 -2.585  -0.06
N -9.602 1.832 -0.102  0.14
N -6.318 2.030 3.694  0.09
N -2.157 0.571 6.201  0.01
N -0.490 -3.699 -7.739  0.13
N 7.172 4.108 2.168  0.06
N 0.209 -3.458 -13.393  0.07
N -9.630 -0.650 3.598  0.09
N -2.873 5.230 14.307  0.01
C 1.057 -3.505 -3.831  -0.84
C -4.993 0.999 2.237  -0.81
C -5.045 1.563 3.492  -0.84
C -0.581 4.191 10.515  -0.94
C -10.192 2.908 0.509  -0.46
C 3.339 -1.411 -1.004  0.76
C 0.835 -5.367 -1.337  0.65
C 8.983 2.842 -3.465  -0.37
C -0.737 -3.544 -9.942  -0.15
C -1.739 1.626 6.970  -0.56
C -0.779 5.672 13.705  0.07
C -8.618 -0.458 4.503  -0.11
C -0.339 -2.694 -3.562  0.02
C -0.442 1.924 6.615  -0.23
C -2.904 -2.917 -4.475  -0.52
C -9.606 -2.435 4.923  -0.44
C -11.783 1.680 -0.502  -0.48
C 5.925 4.002 4.005  -0.42
C -0.535 -4.535 -13.799  -0.24
C 1.818 -4.070 -1.228  -0.12
C -0.087 2.168 11.366  -0.47
C 5.864 4.149 1.761  -0.47
C 6.720 -3.022 -0.277  -0.44
C 5.067 4.088 2.882  -0.51
C -1.415 -3.607 -8.746  -0.80
C -10.235 -1.856 3.844  -0.49
C 4.427 0.726 -4.738  0.35
C -1.702 -3.599 -3.594  -0.85
C 5.477 -2.583 -1.307  0.16
C 8.425 -1.396 -0.929  0.45
C 0.340 3.515 11.283  -0.12
C -0.606 -4.508 -15.174  -0.57
C 5.004 0.873 0.470  -0.35
C -3.830 -1.397 -2.356  -0.18
C -3.417 -1.455 -3.942  -0.78
C 8.439 3.128 -1.315  0.34
C -1.256 2.064 10.646  -0.54
C -1.140 0.187 5.367  -0.63
C 2.196 -3.337 -2.644  -0.04
C -2.455 6.285 15.076  -0.46
C -0.063 1.013 5.600  -0.55
C 3.171 -0.332 -4.417  -0.45
C -8.583 -1.550 5.341  -0.55
C 0.606 -2.741 -14.491  -0.52
C -6.281 1.127 1.663  0.05
C -11.548 2.836 0.279  -0.50
C 2.713 -1.756 -2.467  -0.97
C 10.157 2.878 -2.745  -0.79
C -7.080 1.763 2.586  -1.14
C 4.095 2.266 -4.179  -0.69
C 0.647 -3.594 -9.646  -0.18
C 7.219 4.013 3.535  -0.60
C 0.328 -5.986 0.107  -1.11
C -4.763 2.206 -1.425  -0.66
C 8.735 -0.699 0.523  -0.77
C -1.856 4.846 13.472  -0.34
C -3.575 0.156 -1.811  -0.53
C 9.812 3.059 -1.384  -0.30
C 0.770 -3.686 -8.278  -0.74
C 0.117 -3.373 -15.612  -0.41
C -10.563 1.081 -0.726  -0.47
C -1.158 6.582 14.720  -0.83
H 8.800 2.723 -4.524  0.42
H -1.189 -3.469 -10.923  0.39
H 5.346 -0.035 1.139  0.34
H -2.398 2.075 7.701  0.37
H 9.417 -1.325 -1.583  0.35
H -0.317 -2.043 -2.564  0.07
H -0.949 -5.227 -13.078  0.35
H -2.347 3.518 9.549  0.21
H 0.801 -4.630 -4.050  0.60
H 8.166 3.962 4.054  0.40
H -4.399 -1.195 -4.567  0.34
H -1.270 -0.638 4.679  0.50
H -3.308 0.880 -2.716  0.37
H -6.592 0.789 0.683  0.52
H 2.854 -0.736 -5.495  0.19
H 1.203 -1.845 -14.381  0.34
H 0.264 -3.050 -16.635  0.38
H 2.626 1.933 -0.382  0.23
H 7.977 4.142 1.556  0.21
H 7.774 3.263 -0.472  -0.38
H 6.588 -4.156 0.066  0.28
H -0.550 7.370 15.147  0.37
H -12.738 1.323 -0.864  0.40
H -1.123 -5.228 -15.795  0.39
H -3.760 -3.723 -4.590  0.37
H 4.290 3.060 -5.047  0.26
H 1.547 -3.083 -4.834  -0.08
H -1.986 4.021 12.785  0.27
H 4.769 2.569 -3.259  -0.06
H 5.944 1.525 0.127  -0.32
H 5.234 -3.580 -1.914  0.13
H 4.514 0.860 -5.921  0.38
H 0.176 5.623 13.200  0.36
H -3.789 4.802 14.350  0.19
H 5.630 3.938 5.045  0.41
H 1.224 3.945 11.736  0.49
H -0.118 -5.240 -1.998  -0.14
H 0.404 1.361 11.895  0.44
H -2.731 0.222 -0.996  0.24
H 3.985 4.102 2.891  0.44
H 0.193 -7.155 -0.064  0.39
H -0.709 -5.454 0.337  0.25
H -6.644 2.497 4.530  0.26
H 7.907 0.120 0.742  0.05
H 4.289 1.632 1.051  0.31
H -3.114 6.734 15.806  0.37
H -8.122 2.050 2.549  0.69
H -1.904 1.218 10.457  0.37
H 6.104 0.861 -3.527  0.19
H -8.012 0.437 4.474  0.20
H -2.630 -0.603 -4.214  0.27
H 0.430 -3.229 -12.432  0.19
H 0.166 2.711 7.041  0.43
H -9.889 -0.004 2.864  0.18
H -2.457 -2.736 -5.566  -0.03
H -3.184 -2.095 -1.658  0.07
H 1.698 -1.127 -2.524  0.35
H -7.894 -1.695 6.163  0.38
H 2.315 0.336 -3.995  0.24
H 5.612 4.219 0.711  0.49
H -2.011 -3.789 -2.457  0.33
H 6.962 2.997 -2.834  0.32
H 9.830 -0.296 0.632  0.25
H -9.599 3.629 1.056  0.41
H -9.857 -3.392 5.362  0.38
H -5.211 2.467 -2.487  0.25
H 2.855 -4.490 -0.807  0.37
H 8.579 -1.541 1.349  0.31
H -4.122 0.545 1.783  0.51
H 1.644 -3.745 -7.643  0.41
H 10.493 3.131 -0.546  0.44
H -4.990 -1.599 -2.159  0.33
H -5.448 2.719 -0.618  0.22
H 1.464 -3.565 -10.354  0.38
H -3.072 0.143 6.244  0.23
H -0.429 -1.887 -4.437  0.33
H -1.485 -4.681 -4.038  0.41
H 5.779 -1.743 -2.059  0.07
H 6.519 -2.382 0.708  0.16
H 7.627 -0.726 -1.486  -0.31
H 2.977 2.408 -3.863  0.23
H -10.298 0.186 -1.273  0.38
H -2.474 -3.597 -8.526  0.37
H 0.893 0.964 5.094  0.44
H 3.159 -3.908 -3.061  0.40
H -4.288 1.672 4.256  0.60
H -0.704 -3.765 -6.752  0.21
H -11.059 -2.196 3.232  0.37
H -12.288 3.542 0.635  0.42
H 1.099 -5.873 0.980  0.25
H -8.611 1.626 -0.094  0.20
H 11.154 2.785 -3.156  0.41
H -0.631 5.228 10.210  0.37
H -3.683 2.629 -1.271  0.32

structure (SMILES) = CCOCCO[C@]1(P(C)O)OS(=O)(=O)[C@@H]([C@H](C)F)[C@@H](CCCCCCCOC)[C@@H]1OC[C@@H](C)O.c1cc[nH]c1.c1cc[nH]c1.c1cc[nH]c1.c1cc[nH]c1.c1cc[nH]c1.c1cc[nH]c1.c1cc[nH]c1.c1cc[nH]c1.c1cc[nH]c1.c1cc[nH]c1
E_LUMO = -0.165 eV
frontier orbital gap = 7.808 eV
electronic energy = -4482.3709 a.u.

Entry 2:
Formula: C13H12I2N6O2SV
Source: OMol25
Level of theory: ωB97M-V/def2-TZVPD

Last column: natural (NBO) charge in e.
CARTESIAN COORDINATES (ANGSTROEM)
I -0.854 1.872 4.504  0.25
I 0.831 0.901 2.720  0.29
V -0.558 1.203 0.216  0.88
S -2.008 1.988 -1.367  0.26
O -1.931 0.399 1.252  -0.38
O -0.216 -0.598 0.015  -0.40
N 1.369 1.434 -0.681  -0.46
N -2.020 -0.899 1.268  0.26
N -1.113 -1.433 0.590  0.21
N -0.066 3.036 0.395  -0.19
N -1.270 3.096 0.952  -0.25
N -3.416 3.596 0.279  -0.63
C 0.322 -3.354 0.203  -0.21
C 2.084 0.487 -1.285  0.12
C -0.665 -5.547 0.199  -0.11
C 0.955 3.655 -0.050  0.22
C -1.931 -5.010 0.409  -0.17
C 3.315 0.757 -1.889  -0.18
C -0.956 -2.850 0.420  0.11
C 3.824 2.037 -1.858  -0.07
C -2.291 3.034 -0.019  0.30
C -2.095 -3.641 0.522  -0.19
C 1.877 2.711 -0.667  0.10
C 0.454 -4.726 0.093  -0.18
C 3.081 3.048 -1.232  -0.13
H 1.187 -2.708 0.147  0.23
H -4.243 3.476 -0.299  0.46
H -3.497 4.171 1.114  0.46
H 1.076 4.734 0.016  0.29
H 1.671 -0.512 -1.291  0.25
H 4.779 2.267 -2.314  0.28
H 3.849 -0.050 -2.372  0.28
H -0.548 -6.619 0.117  0.26
H -2.793 -5.658 0.480  0.26
H 3.439 4.069 -1.199  0.28
H 1.431 -5.159 -0.068  0.26
H -3.073 -3.206 0.677  0.25

E_LUMO = -12.518 eV
frontier orbital gap = 5.179 eV
charge = +3
energy relative to the best compared isomer or geometry (same formula, charge and spin) = 15.10 kJ/mol
electronic energy = -2918.0390 a.u.

Entry 3:
Formula: C6H12NO
Source: OMol25
Level of theory: ωB97M-V/def2-TZVPD

Last column: natural (NBO) charge in e.
CARTESIAN COORDINATES (ANGSTROEM)
O 2.105 0.478 0.168  -0.36
N 5.163 0.540 0.462  -1.11
C -0.453 -0.596 0.747  -0.55
C -1.577 0.158 -0.001  -0.20
C 0.355 -0.940 -0.365  0.25
C -3.959 0.526 -0.549  -0.68
C 1.616 -0.214 -0.671  0.30
C -2.835 -0.271 -0.031  0.01
H -0.871 -1.431 1.303  0.29
H 4.161 0.583 0.442  0.36
H 0.032 0.079 1.446  0.28
H 5.480 -0.284 0.937  0.37
H -3.043 -1.224 0.446  0.22
H 0.005 -1.788 -0.946  0.24
H -1.229 1.046 -0.509  0.23
H 2.150 -0.445 -1.599  0.18
H -3.566 1.439 -0.984  0.23
H -4.629 0.051 -1.259  0.27
H -4.556 0.903 0.284  0.27
H 5.651 1.390 0.677  0.38

E_LUMO = -7.888 eV
frontier orbital gap = 3.999 eV
charge = +1
energy relative to the best compared isomer or geometry (same formula, charge and spin) = 359.19 kJ/mol
electronic energy = -365.4126 a.u.

Entry 4:
Formula: C5H8N2
Source: OMol25
Level of theory: ωB97M-V/def2-TZVPD

Last column: natural (NBO) charge in e.
CARTESIAN COORDINATES (ANGSTROEM)
N -1.440 0.173 0.071  -0.37
N 0.431 2.969 -0.328  -0.31
C 0.950 0.511 0.366  -0.38
C 0.735 1.871 -0.137  0.29
C -0.289 -0.339 0.063  0.12
C -2.586 -0.651 -0.240  -0.44
C 2.257 -0.219 0.025  -0.59
H 3.108 0.461 0.094  0.23
H 2.270 -0.691 -0.963  0.22
H -3.135 -0.192 -1.069  0.21
H -0.111 -1.402 -0.187  0.15
H -3.259 -0.657 0.625  0.21
H 1.024 0.796 1.432  0.26
H 2.398 -1.013 0.769  0.22
H -2.338 -1.691 -0.505  0.17

structure (SMILES) = C/N=C/[C@@H](C)C#N
E_LUMO = 0.822 eV
frontier orbital gap = 10.956 eV
energy relative to the best compared isomer or geometry (same formula, charge and spin) = 124.08 kJ/mol
electronic energy = -304.7882 a.u.

Entry 5:
Formula: C4H7N2O
Source: OMol25
Level of theory: ωB97M-V/def2-TZVPD

Last column: natural (NBO) charge in e.
CARTESIAN COORDINATES (ANGSTROEM)
O -1.541 1.634 0.424  -0.60
N -2.711 -0.237 -0.350  -0.71
N -0.549 -1.682 -0.044  -0.62
C 1.864 0.748 -0.583  -0.25
C -1.620 0.404 -0.059  0.54
C -0.222 -0.435 0.125  0.17
C 1.154 0.058 0.398  -0.04
H 2.901 0.967 -0.510  0.22
H 1.560 1.190 -1.551  0.23
H -0.595 1.755 0.654  0.48
H 1.676 -0.377 1.292  0.25
H -0.099 -2.577 0.088  0.45
H -1.490 -1.651 -0.372  0.45
H -3.644 0.272 -0.451  0.43

E_LUMO (alpha / beta) = -5.332 / -8.549 eV
frontier orbital gap (alpha / beta) = 6.626 / 6.357 eV
multiplicity = 3
charge = +1
energy relative to the best compared isomer or geometry (same formula, charge and spin) = 189.14 kJ/mol
electronic energy = -340.9060 a.u.